No. 1
55
Properties=species:S:1:pos:R:3 method="wB97M-V/def2-TZVPD" orbital_gap_ha=0.2882 max_force_ev_per_a=1.02 e_lumo_ev=0.2 multiplicity=1 smiles=CCCc1cc(NCCCN2CCOCC2)n2c(nc3ccccc32)c1C#N energy_ev=-32750.585 e_above_lowest_kcal_mol=34.4
C -5.595 -0.703 -1.105
C -5.152 -1.507 0.110
C -4.352 -0.656 1.108
C -3.068 -0.176 0.503
C -1.986 -1.063 0.407
C -0.779 -0.684 -0.150
N 0.353 -1.437 -0.165
C 0.453 -2.693 0.547
C 1.913 -2.978 0.883
C 2.462 -1.953 1.879
N 2.675 -0.650 1.250
C 4.046 -0.506 0.775
C 4.238 0.859 0.112
O 3.912 1.907 0.993
C 2.577 1.786 1.417
C 2.350 0.458 2.141
N -0.714 0.543 -0.744
C -1.734 1.502 -0.610
N -1.434 2.641 -1.174
C -0.211 2.465 -1.747
C 0.538 3.356 -2.510
C 1.716 2.903 -3.060
C 2.143 1.586 -2.884
C 1.427 0.688 -2.115
C 0.262 1.146 -1.515
C -2.932 1.124 0.044
C -3.959 2.076 0.186
N -4.813 2.830 0.327
H -6.213 -1.314 -1.758
H -6.170 0.167 -0.797
H -4.735 -0.356 -1.675
H -6.031 -1.903 0.623
H -4.542 -2.354 -0.213
H -4.133 -1.261 1.992
H -4.959 0.198 1.414
H -2.095 -2.053 0.816
H 1.221 -0.904 -0.115
H -0.126 -2.666 1.480
H 0.044 -3.493 -0.082
H 2.509 -2.966 -0.031
H 1.986 -3.974 1.321
H 3.395 -2.330 2.322
H 1.739 -1.838 2.692
H 4.255 -1.297 0.052
H 4.759 -0.598 1.612
H 5.284 1.000 -0.162
H 3.612 0.926 -0.789
H 2.389 2.623 2.091
H 1.901 1.860 0.552
H 1.300 0.381 2.434
H 2.975 0.438 3.049
H 0.179 4.360 -2.671
H 2.316 3.569 -3.662
H 3.050 1.257 -3.369
H 1.755 -0.337 -2.027

---

No. 2
105
Properties=species:S:1:pos:R:3 method="wB97M-V/def2-TZVPD" total_charge=-1 orbital_gap_ha=0.2570 max_force_ev_per_a=2.92 e_lumo_ev=2.1 multiplicity=1 energy_ev=-284876.522
C 1.143 4.865 0.096
C 1.579 3.328 0.001
C 2.968 3.186 0.759
Ga 3.491 1.210 0.582
C 2.534 0.229 -0.960
C 3.641 -0.535 -1.827
C 3.040 -0.679 -3.296
F 1.696 -1.038 -3.173
Br 3.244 1.113 -4.150
C 3.850 -1.747 -4.136
F 3.924 -2.966 -3.515
F 3.217 -1.858 -5.390
Br 5.668 -1.086 -4.508
O 5.402 1.185 0.280
N 6.031 0.707 1.374
O 6.873 -0.067 1.010
P 2.971 -0.066 2.529
S 2.925 -1.978 1.961
O 0.653 2.536 0.775
C -0.493 2.114 0.021
C -1.412 1.341 1.046
C -0.933 -0.007 1.407
C -1.688 -0.789 2.380
C -2.893 -0.191 2.977
C -3.377 1.136 2.599
C -2.622 1.928 1.621
H 2.001 5.453 0.514
H 0.307 4.904 0.857
H 0.724 5.289 -0.853
H 1.665 3.006 -1.076
H 2.733 3.369 1.851
H 3.733 3.916 0.389
H 1.914 0.903 -1.602
H 1.835 -0.554 -0.547
H 4.537 0.128 -1.905
H 3.904 -1.531 -1.384
H 3.981 0.047 3.535
H 1.716 0.300 3.101
H -0.177 1.353 -0.748
H -1.052 2.977 -0.428
H -0.015 -0.466 0.973
H -1.299 -1.795 2.656
H -3.415 -0.819 3.740
H -4.295 1.572 3.055
H -2.902 2.953 1.285
C -0.341 -3.458 -10.758
C -1.431 -3.167 -9.745
O -0.908 -3.155 -8.413
C -0.249 -2.040 -8.064
O -0.076 -1.071 -8.760
O 0.204 -2.201 -6.819
C 1.016 -1.119 -6.347
H 0.187 -4.379 -10.499
H -0.762 -3.558 -11.760
H 0.402 -2.659 -10.776
H -2.178 -3.963 -9.777
H -1.947 -2.231 -9.965
H 0.506 -0.162 -6.462
H 1.965 -1.113 -6.875
H 1.203 -1.282 -5.295
C -0.072 -1.174 9.823
C 0.356 -0.011 8.950
O 1.560 -0.315 8.240
C 1.411 -1.104 7.164
O 0.371 -1.556 6.757
O 2.620 -1.321 6.642
C 2.625 -2.237 5.539
H 0.745 -1.479 10.482
H -0.937 -0.903 10.431
H -0.336 -2.044 9.219
H 0.576 0.853 9.578
H -0.435 0.285 8.257
H 1.910 -1.944 4.772
H 2.411 -3.247 5.896
H 3.621 -2.228 5.101
C -2.758 -7.152 1.710
C -3.798 -6.880 2.778
O -3.220 -6.941 4.088
C -2.518 -5.861 4.457
O -2.347 -4.868 3.799
O -2.017 -6.089 5.677
C -1.159 -5.049 6.153
H -2.246 -8.097 1.905
H -3.221 -7.196 0.723
H -1.994 -6.373 1.695
H -4.567 -7.653 2.743
H -4.296 -5.921 2.621
H -1.646 -4.075 6.097
H -0.229 -5.045 5.583
H -0.927 -5.259 7.196
C -4.878 8.226 -3.438
C -3.678 8.469 -2.544
O -3.093 7.234 -2.118
C -2.325 6.617 -3.025
O -2.085 7.011 -4.138
O -1.892 5.471 -2.489
C -1.138 4.661 -3.391
H -5.594 7.563 -2.947
H -5.373 9.167 -3.683
H -4.582 7.741 -4.370
H -3.999 8.988 -1.639
H -2.932 9.101 -3.031
H -0.320 5.221 -3.844
H -1.796 4.253 -4.160
H -0.711 3.837 -2.820